# 1
This record from the Open Molecules 2025 dataset describes the ion CH9N4 with charge +1. The level of theory is the ωB97M-V functional and the def2-TZVPD basis.

Results
lowest unoccupied orbital energy	-3.45	eV
Kohn-Sham gap	10.66	eV
net charge	+1
SMILES	NNNC[NH3+]
ΔE to the lowest compared entry with this formula, charge and spin	4.495	eV
2S+1	1
electronic energy	-262.179132	Eh

XYZ file:
```
14
CH9N4 the ωB97M-V functional and the def2-TZVPD basis
N 1.535 -0.685 0.025
N 1.212 0.584 -0.410
N 0.181 1.152 0.324
C -1.111 0.685 -0.127
N -1.280 -0.852 0.004
H 2.160 -0.570 0.857
H 1.930 -1.365 -0.617
H 2.045 1.329 -0.214
H 0.318 1.210 1.278
H -1.090 1.081 -1.192
H -2.012 1.127 0.318
H -1.754 -1.380 0.807
H -0.354 -1.232 -0.139
H -1.781 -1.087 -0.915
```

# 2
This record from the Open Molecules 2025 dataset describes a cluster of 4 separate species, H10NO3 in total. The level of theory is the ωB97M-V functional and the def2-TZVPD basis.

Results
lowest unoccupied orbital energy	-3.38	eV
Kohn-Sham gap	11.23	eV
net charge	+1
ΔE to the lowest compared entry with this formula, charge and spin	0.583	eV
2S+1	1
electronic energy	-286.243969	Eh

XYZ file:
```
14
H10NO3 the ωB97M-V functional and the def2-TZVPD basis
N 1.223 -0.374 -0.276
H 1.406 -1.215 -0.812
H 1.387 0.468 -0.826
H 0.226 -0.405 0.009
H 1.846 -0.290 0.533
H -3.013 1.958 -2.835
H -2.891 2.164 -1.289
O -2.973 1.509 -1.988
H 2.581 0.538 3.082
H 2.832 -0.926 2.856
O 2.647 -0.112 2.373
H -2.075 -1.042 -0.999
H -1.824 -1.197 0.509
O -1.372 -1.079 -0.338
```